C38H52BBrF2N4ORuS8Si as an isolated structure at a distorted geometry. Source: OMol25; level of theory: wB97M-V/def2-TZVPD.

Computed properties:
HOMO (spin up / spin down) ... -3.373 / -3.341 eV
Total charge ... -1
Gap between HOMO and LUMO (spin up / spin down) ... 5.13 / 5.10 eV
Multiplicity ... 2

Each line ends with the Löwdin spin population.
CARTESIAN COORDINATES (ANGSTROEM)
Ru (-0.1938, -0.2323, 0.3494)  0.716
S (-2.0457, -6.7607, -2.7405)  0.001
C (-1.7218, -5.3303, -1.9906)  0.003
S (-0.6855, -5.2071, -0.5824)  0.006
C (-0.8064, -3.4659, -0.3778)  0.013
C (-1.5979, -2.7967, -1.2759)  0.000
S (-1.9225, -1.1202, -1.3168)  0.004
S (-2.3593, -3.7844, -2.5212)  0.000
S (0.0867, -2.7866, 0.9073)  0.066
N (-6.3290, -1.7966, 2.0535)  0.000
C (-5.3590, -1.1859, 2.2012)  0.000
C (-4.2223, -0.4055, 2.4044)  0.000
C (-4.3154, 0.8549, 3.0616)  -0.001
C (-3.1671, 1.5886, 3.2211)  0.000
C (-1.9580, 1.1025, 2.7354)  0.000
N (-1.8623, -0.0931, 2.1024)  0.001
C (-2.9572, -0.8149, 1.9586)  -0.001
H (-5.2754, 1.1990, 3.4186)  0.000
H (-3.1874, 2.5503, 3.7120)  0.000
H (-1.0454, 1.6710, 2.8373)  0.000
H (-2.8524, -1.7766, 1.4713)  0.000
C (4.5577, 0.7125, 6.0049)  0.000
C (3.9504, 0.8501, 4.6058)  0.000
C (5.0869, 0.8673, 3.5771)  0.000
C (3.2811, 2.2274, 4.5139)  0.000
Si (2.6957, -0.6196, 4.2175)  0.000
Br (1.6196, 0.2188, 2.3115)  -0.002
C (3.5706, -2.2810, 3.6633)  0.000
C (2.6097, -3.4741, 3.6888)  0.000
C (4.0645, -2.1702, 2.2172)  0.000
C (4.7480, -2.6166, 4.5844)  0.000
C (1.2547, -0.8485, 5.5141)  0.000
C (1.7399, -1.5838, 6.7666)  0.000
C (0.7010, 0.5141, 5.9441)  0.000
C (0.0871, -1.6290, 4.8997)  0.000
H (5.2988, 1.4961, 6.1616)  0.000
H (5.0479, -0.2477, 6.1369)  0.000
H (3.7944, 0.8158, 6.7716)  0.000
H (5.7136, 1.7449, 3.7380)  0.000
H (4.6803, 0.9267, 2.5714)  0.000
H (5.7220, -0.0098, 3.6592)  0.000
H (4.0260, 3.0013, 4.7003)  0.000
H (2.4877, 2.3478, 5.2408)  0.000
H (2.8703, 2.3922, 3.5235)  0.000
H (1.7376, -3.2902, 3.0683)  0.001
H (2.2938, -3.7166, 4.6990)  0.000
H (3.1167, -4.3502, 3.2864)  0.000
H (3.2137, -2.0825, 1.5471)  0.000
H (4.6094, -3.0741, 1.9481)  0.000
H (4.7183, -1.3196, 2.0619)  0.000
H (4.4235, -2.6859, 5.6200)  0.000
H (5.5349, -1.8720, 4.5194)  0.000
H (5.1731, -3.5775, 4.2982)  0.000
H (2.5449, -1.0407, 7.2555)  0.000
H (2.0989, -2.5804, 6.5277)  0.000
H (0.9181, -1.6841, 7.4740)  0.000
H (1.4191, 1.0596, 6.5500)  0.000
H (-0.1973, 0.3721, 6.5437)  0.000
H (0.4333, 1.1121, 5.0778)  0.000
H (0.3449, -2.6617, 4.6988)  0.000
H (-0.2520, -1.1795, 3.9700)  0.000
H (-0.7548, -1.6290, 5.5912)  0.000
F (1.8617, 1.8964, -0.1102)  0.007
B (0.5229, 1.9572, -0.2787)  0.068
F (-0.0754, 2.7567, 0.6248)  0.026
O (0.0283, 1.6472, -1.4910)  0.060
C (-0.7964, 2.4981, -2.3368)  0.007
C (-0.1934, 3.8773, -2.2825)  0.001
C (1.1415, 4.1716, -2.3393)  0.001
C (1.4149, 5.5388, -2.1494)  0.000
C (0.2899, 6.2741, -1.9423)  0.001
S (-1.1310, 5.3028, -1.9709)  0.001
C (-2.2226, 2.5111, -1.8711)  0.001
C (-2.7434, 2.0296, -0.7139)  0.007
C (-4.1236, 2.2949, -0.5787)  0.001
C (-4.6275, 2.9838, -1.6306)  0.000
S (-3.4344, 3.2915, -2.8322)  0.000
C (-0.7079, 1.8870, -3.7058)  0.000
C (-1.3904, 0.7971, -4.1578)  0.001
C (-1.0344, 0.4310, -5.4722)  0.000
C (-0.0873, 1.2472, -6.0024)  0.001
S (0.3922, 2.4839, -4.9022)  0.001
H (1.8967, 3.4227, -2.4976)  0.000
H (2.4086, 5.9491, -2.1620)  0.000
H (0.1931, 7.3299, -1.7819)  0.000
H (-2.1573, 1.4903, 0.0169)  0.007
H (-4.7011, 1.9857, 0.2719)  0.000
H (-5.6253, 3.3431, -1.7896)  0.000
H (-2.0987, 0.2564, -3.5591)  0.000
H (-1.4647, -0.4076, -5.9906)  0.000
H (0.3829, 1.2006, -6.9638)  0.000
C (1.6186, -1.9509, -4.7948)  0.000
C (2.3566, -1.4726, -3.5435)  0.000
C (3.1686, -0.2143, -3.8746)  0.000
C (3.2871, -2.5924, -3.0389)  0.000
N (1.3151, -1.0916, -2.5871)  0.000
N (1.7053, -0.8770, -1.2416)  0.000
H (2.3128, -2.0969, -5.6191)  0.000
H (0.8771, -1.2111, -5.0832)  0.000
H (1.1089, -2.8929, -4.5981)  0.000
H (3.9140, -0.4281, -4.6365)  0.000
H (3.6874, 0.1648, -2.9961)  0.000
H (2.5009, 0.5599, -4.2426)  0.000
H (3.9244, -2.9274, -3.8548)  0.000
H (2.7028, -3.4430, -2.6874)  0.000
H (3.9340, -2.2456, -2.2324)  0.000
H (0.5525, -1.7644, -2.5933)  0.000
H (2.3371, -0.0781, -1.2120)  0.000
H (2.1826, -1.6942, -0.8333)  0.000

Atoms 1-2, force components in eV/Å:
-0.42 -2.64 -0.34
-0.08 -0.12 -0.13



A 6-piece molecular cluster, C64H50BF4NO8 overall at a distorted geometry. Source: OMol25; level of theory: wB97M-V/def2-TZVPD.

Computed properties:
HOMO ... -8.981 eV
Gap between HOMO and LUMO ... 7.55 eV

Each line ends with the Mulliken charge.
CARTESIAN COORDINATES (ANGSTROEM)
C (2.3252, 3.2912, -4.3265)  -1.396
C (1.9374, 4.6648, -3.5888)  -0.567
C (1.5548, 4.3219, -2.1914)  -0.080
N (1.6162, 5.4669, -1.1484)  0.575
C (1.0039, 6.6751, -1.6060)  -0.931
C (3.0003, 5.6795, -0.5910)  -0.520
C (2.8837, 5.6551, 0.9375)  -0.979
C (1.3708, 5.6698, 1.2177)  -0.709
C (0.8556, 4.8667, 0.0686)  -0.115
H (1.5586, 2.5437, -4.3298)  0.258
H (3.1900, 2.8067, -3.8193)  0.392
H (2.6804, 3.5155, -5.3385)  0.410
H (1.0515, 5.0201, -4.0747)  0.456
H (2.8197, 5.3163, -3.7914)  0.382
H (2.1171, 3.5028, -1.7348)  0.014
H (0.5769, 3.9496, -2.1521)  0.283
H (0.9922, 7.4962, -0.8426)  0.336
H (-0.0145, 6.3151, -1.8200)  0.269
H (1.5371, 6.9508, -2.5115)  0.360
H (3.4469, 6.6004, -1.0789)  0.403
H (3.5178, 4.8345, -0.9585)  0.352
H (3.4709, 6.4830, 1.2214)  0.437
H (3.1521, 4.6899, 1.3305)  0.319
H (1.0040, 6.6886, 1.2763)  0.409
H (1.2206, 5.1789, 2.1360)  0.387
H (-0.1882, 5.0436, -0.1496)  0.209
H (1.1135, 3.8515, 0.1495)  0.080
B (2.6398, 1.5429, 0.7250)  0.340
F (2.5627, 2.6780, 1.5760)  -0.365
F (2.9974, 1.8543, -0.5492)  -0.348
F (3.4192, 0.5788, 1.2272)  -0.309
F (1.3163, 1.0582, 0.6900)  -0.286
C (-5.1147, 3.5134, -6.7426)  -0.521
C (-4.1645, 4.5685, -6.4705)  -0.631
C (-3.1554, 4.3190, -5.5302)  -0.400
C (-2.9658, 3.0371, -5.0407)  0.141
C (-3.8190, 1.9877, -5.3423)  0.211
C (-4.9278, 2.2366, -6.1708)  -0.620
C (-3.7322, 0.6052, -4.8007)  0.388
O (-4.4981, -0.2814, -5.1968)  -0.687
C (-2.8369, 0.4128, -3.6881)  0.581
C (-2.8386, -0.8174, -2.9869)  -0.815
C (-1.9872, -0.9899, -1.9644)  -0.684
C (-1.0911, 0.0484, -1.6361)  -0.304
C (-1.0041, 1.2026, -2.3474)  -0.531
C (-1.9310, 1.4572, -3.3684)  0.469
C (-1.8952, 2.7747, -4.0537)  0.401
O (-1.0123, 3.5442, -3.8268)  -0.486
H (-6.0428, 3.7015, -7.2912)  0.365
H (-4.2529, 5.5326, -6.9696)  0.416
H (-2.3965, 4.9428, -5.0552)  0.469
H (-5.6479, 1.4248, -6.3264)  0.430
H (-3.6537, -1.5125, -3.2022)  0.425
H (-2.1622, -1.8419, -1.2667)  0.356
H (-0.4115, 0.0209, -0.7890)  0.672
H (-0.4241, 2.0091, -1.9815)  0.320
C (-4.4891, 8.5874, 4.7310)  -0.398
C (-3.1267, 8.8804, 4.7290)  -0.714
C (-2.2184, 7.8559, 4.4378)  -0.144
C (-2.6261, 6.6558, 3.9614)  0.294
C (-3.9950, 6.4366, 3.8645)  0.289
C (-4.9358, 7.3113, 4.3658)  -0.780
C (-4.5566, 5.0547, 3.4786)  0.402
O (-5.7444, 4.7790, 3.5304)  -0.653
C (-3.5366, 4.0332, 3.1067)  0.127
C (-3.8890, 2.7783, 2.5828)  -0.655
C (-2.9676, 1.7671, 2.2985)  -0.944
C (-1.6264, 2.1236, 2.1644)  -0.287
C (-1.2368, 3.4003, 2.5754)  -0.320
C (-2.1115, 4.3445, 3.0619)  0.632
C (-1.6350, 5.6841, 3.4718)  0.461
O (-0.4359, 5.9385, 3.4061)  -0.697
H (-5.0766, 9.3949, 5.0231)  0.459
H (-2.7838, 9.8491, 5.1073)  0.355
H (-1.0880, 8.0523, 4.4503)  0.299
H (-5.9429, 6.9738, 4.2933)  0.526
H (-4.9699, 2.6602, 2.6184)  0.446
H (-3.2566, 0.8411, 1.7244)  0.333
H (-0.8555, 1.4679, 1.7249)  0.494
H (-0.1841, 3.6671, 2.4831)  0.495
C (-0.0390, -9.5416, 4.0209)  -0.578
C (-0.8940, -9.4296, 2.9299)  -0.464
C (-1.0419, -8.2307, 2.2415)  -0.782
C (-0.2882, -7.1633, 2.6587)  0.547
C (0.6416, -7.2601, 3.6892)  0.274
C (0.7598, -8.4732, 4.3932)  -0.405
C (1.4307, -6.0804, 4.1118)  0.435
O (2.2595, -6.1627, 5.0465)  -0.729
C (1.3001, -4.8556, 3.3123)  0.470
C (2.1909, -3.8085, 3.5104)  -0.976
C (2.0649, -2.6286, 2.7749)  -0.935
C (1.0314, -2.5041, 1.7819)  -0.379
C (0.1772, -3.5767, 1.5982)  -0.849
C (0.2904, -4.7148, 2.3512)  0.896
C (-0.6655, -5.8617, 2.0427)  0.318
O (-1.5658, -5.7232, 1.2613)  -0.647
H (-0.0440, -10.4410, 4.6540)  0.401
H (-1.5242, -10.2893, 2.6182)  0.371
H (-1.7345, -8.0794, 1.4106)  0.489
H (1.4940, -8.4697, 5.2458)  0.416
H (2.9107, -3.9826, 4.3404)  0.417
H (2.7824, -1.8442, 2.9551)  0.546
H (0.9714, -1.5570, 1.2311)  0.648
H (-0.5280, -3.5129, 0.7463)  0.459
C (3.5005, -3.7928, -2.2675)  -0.543
C (3.8098, -3.4883, -0.9650)  -0.909
C (3.5641, -4.4456, 0.0240)  -0.894
C (3.2458, -5.7647, -0.4086)  0.457
C (3.0034, -6.0708, -1.7057)  0.479
C (3.0332, -5.0362, -2.6174)  -0.698
C (2.5051, -7.3429, -2.1495)  0.596
O (1.9344, -7.5002, -3.1965)  -0.627
C (2.6512, -8.4596, -1.1568)  0.237
C (2.2298, -9.7869, -1.5183)  -0.912
C (2.2640, -10.7333, -0.5782)  -0.232
C (2.6781, -10.5060, 0.7216)  -0.686
C (2.8633, -9.2325, 1.1208)  -0.158
C (2.8255, -8.1798, 0.2042)  0.549
C (3.1210, -6.8057, 0.6252)  0.281
O (3.1659, -6.5641, 1.8175)  -0.712
H (3.6362, -3.0057, -3.0290)  0.381
H (4.1439, -2.5095, -0.6474)  0.531
H (3.7703, -4.4023, 1.0445)  0.768
H (2.7203, -5.2952, -3.6334)  0.467
H (1.8963, -9.9706, -2.5082)  0.534
H (2.0528, -11.8189, -0.8271)  0.274
H (2.8070, -11.2939, 1.4677)  0.389
H (3.1223, -9.0264, 2.1619)  0.430

Atoms 1-2, force components in eV/Å:
1.30 1.10 0.77
1.16 -1.94 -1.53



One molecule with the formula C4H7N3. Source: OMol25; level of theory: wB97M-V/def2-TZVPD.

Computed properties:
HOMO ... -7.295 eV
Gap between HOMO and LUMO ... 7.73 eV

Each line ends with the natural charge from an NBO analysis.
CARTESIAN COORDINATES (ANGSTROEM)
N (-2.3902, -0.2594, 0.1967)  -0.784
C (-1.0873, 0.1151, 0.0655)  0.504
C (0.1199, -0.5647, 0.6014)  -0.537
C (1.2189, 0.1409, -0.1925)  -0.024
N (2.5572, -0.2659, 0.0821)  -0.839
C (0.8020, 1.2751, -0.8088)  -0.241
N (-0.6672, 1.1613, -0.5941)  -0.513
H (-3.0246, 0.0116, -0.5440)  0.398
H (-2.5605, -1.1889, 0.5510)  0.402
H (0.0601, -1.6598, 0.6460)  0.232
H (3.1714, 0.5249, -0.0878)  0.373
H (2.8324, -0.9837, -0.5850)  0.355
H (0.2694, -0.1721, 1.6174)  0.274
H (-1.3017, 1.8655, -0.9477)  0.402

Atoms 1-2, force components in eV/Å:
0.10 -0.09 -0.10
0.25 0.25 -0.08



One molecule with the formula C5H12N4. Source: OMol25; level of theory: wB97M-V/def2-TZVPD.

Computed properties:
HOMO ... -8.840 eV
Gap between HOMO and LUMO ... 9.79 eV

Each line ends with the natural charge from an NBO analysis.
CARTESIAN COORDINATES (ANGSTROEM)
H (-0.0157, 1.4059, 3.1633)  0.340
N (0.2216, 1.5740, 2.1960)  -0.703
C (0.3835, 0.5222, 1.5074)  0.474
C (0.2742, -0.8966, 1.9943)  -0.691
N (0.6521, 0.7215, 0.1671)  -0.649
C (0.6760, -0.1929, -0.8808)  0.467
C (1.7182, -1.2679, -0.8618)  -0.666
N (-0.0704, -0.1047, -1.9035)  -0.479
C (-1.1715, 0.8177, -1.9368)  -0.078
N (-2.0099, 0.6761, -0.7450)  -0.850
H (-0.0420, -0.9054, 3.0374)  0.228
H (-0.4417, -1.4470, 1.3901)  0.227
H (1.2425, -1.3924, 1.9316)  0.229
H (0.3457, 1.6455, -0.0996)  0.412
H (2.6680, -0.8528, -0.5390)  0.222
H (1.4438, -2.0719, -0.1867)  0.221
H (1.8098, -1.6775, -1.8651)  0.244
H (-1.7107, 0.5920, -2.8760)  0.169
H (-0.8275, 1.8641, -1.9896)  0.167
H (-2.3343, -0.2817, -0.6837)  0.355
H (-2.8116, 1.2719, -0.8194)  0.362

Atoms 1-2, force components in eV/Å:
0.03 -0.30 0.08
-0.06 0.39 0.01



Here are the calculated energy relative to the best compared isomer or geometry (same formula, charge and spin) numbers, same order: 1.5698, 0.0000, 2.5838, 0.5817 (eV).
Here are the calculated DFT total energy numbers, same order: -221559.8812, -96601.1636, -8729.0955, -11339.6395 (eV).